1.
The following is a quantum chemistry calculation of C47H45ClMoN2O6P2SSb as an isolated structure, from the Open Molecules 2025 dataset.

```
106
Properties=species:S:1:pos:R:3:forces:R:3:lowdin_charge:R:1
Sb 2.7189 2.5319 1.8532 0.0 0.1 0.5 1.505
Mo 0.1547 -0.9059 0.6048 -2.6 0.6 0.5 1.503
Cl 2.2378 1.1596 -1.1390 -0.1 0.3 -0.7 0.663
S 1.1369 0.6409 2.0050 0.5 0.4 0.4 0.201
P -1.8803 0.2226 -1.9603 -0.8 0.2 -0.5 0.824
P -2.4951 -2.5328 -0.8623 -1.2 -0.2 -0.7 0.831
O 0.7888 -2.2935 2.0823 0.2 0.0 -0.7 -0.082
O 1.4062 -1.4236 -0.5943 -0.2 -1.1 0.3 -0.298
O -0.8593 0.3947 -0.8420 0.8 -0.7 1.1 -0.484
O -1.3691 -2.2272 0.1185 1.3 0.4 0.5 -0.492
O 0.7015 -3.0983 4.1211 0.1 0.2 -0.7 0.059
O 2.5901 -2.4705 -2.1602 -0.4 0.6 0.8 0.150
N -1.4449 -0.8007 2.3775 -0.1 0.2 0.1 -0.043
N -0.8867 -1.5800 3.4184 -0.1 -0.3 0.5 0.057
C 3.3129 3.0917 4.8437 -0.1 0.1 -0.2 -0.108
C -3.7319 -3.4677 0.0593 0.4 0.2 -0.4 -0.293
C 3.4118 2.1260 3.8532 -0.2 0.2 -0.8 -0.372
C 6.6752 1.8186 0.0784 0.1 0.0 0.0 -0.046
C -3.2159 -4.4588 0.8941 0.1 0.0 0.0 -0.079
C -4.0754 -5.2932 1.5835 0.1 0.0 0.0 -0.049
C -5.1059 -3.3182 -0.0907 0.1 0.1 0.0 -0.072
C 4.4089 0.5926 5.3983 0.0 -0.1 -0.1 -0.058
C -1.4105 -1.5413 -5.5977 -0.1 0.0 0.0 -0.044
C 1.5589 5.3250 1.0840 0.1 0.1 -0.1 -0.107
C -5.4474 -5.1425 1.4389 0.0 0.1 -0.1 -0.034
C 0.7818 -1.1438 -4.6997 0.0 0.0 0.0 -0.041
C -5.9584 -4.1569 0.6079 -0.1 0.0 0.0 -0.045
C 2.3749 -1.5263 -1.4443 2.2 0.0 -2.1 -0.627
C 5.5241 1.7342 0.8488 0.0 -0.2 0.3 -0.121
C -1.9080 -3.4437 -2.2949 -0.3 0.1 0.5 -0.292
C 4.3157 1.5516 6.3955 0.0 0.0 0.0 -0.042
C -3.1280 3.6391 -3.7675 0.0 0.1 0.0 -0.043
C -2.8537 -3.9162 -3.2030 0.0 0.0 0.1 -0.077
C 1.3683 4.2185 1.8934 0.8 -0.7 -0.1 -0.348
C 0.3570 4.1744 2.8435 0.0 -0.3 0.1 -0.144
C -1.0859 -4.9106 -4.4816 0.0 0.0 0.1 -0.037
C -3.5867 2.3362 -1.3571 0.0 -0.1 0.0 -0.082
C -3.2217 -0.9343 -1.4170 0.7 -0.3 0.1 -0.263
C 3.2504 -0.2533 -1.4821 0.0 -0.5 0.0 -0.369
C -2.4372 -4.6498 -4.2971 -0.1 0.0 0.0 -0.050
C 3.7659 2.7934 6.1200 0.0 0.1 0.0 -0.049
C 4.4357 2.5153 0.5044 -0.8 0.2 0.8 -0.385
C -0.1478 -4.4396 -3.5746 0.0 0.0 0.0 -0.041
C -0.4754 5.2719 2.9868 0.0 -0.1 0.0 -0.054
C 3.9515 0.8743 4.1220 0.0 -0.1 -0.2 -0.158
C -2.4636 2.4569 -3.4890 0.1 -0.1 0.0 -0.061
C -0.2916 6.3912 2.1880 0.0 0.0 0.0 -0.039
C 6.7272 2.6751 -1.0096 0.0 -0.1 0.1 -0.034
C 0.1584 -3.1179 5.4475 -0.1 -0.1 0.6 0.005
C -2.7010 1.7978 -2.2880 0.3 -0.6 -0.1 -0.281
C 4.4660 3.3741 -0.5818 -0.1 0.2 -0.1 -0.160
C -4.0299 4.1610 -2.8534 0.1 -0.1 0.0 -0.037
C 5.6267 3.4537 -1.3350 -0.1 0.1 0.0 -0.044
C -0.5547 -3.7104 -2.4705 0.0 0.1 0.3 -0.061
C 0.7166 6.4156 1.2383 0.0 0.0 -0.1 -0.046
C -1.9853 -0.9590 -4.4830 0.0 0.0 0.0 -0.076
C 0.2213 -2.3414 3.1794 -0.7 0.4 0.5 -0.552
C -0.0313 -1.6464 -5.7026 0.1 0.1 0.1 -0.033
C -4.2536 3.5128 -1.6465 0.0 -0.1 0.1 -0.053
C -1.1686 -0.4991 -3.4529 -0.2 0.5 0.4 -0.301
C 0.2132 -0.5726 -3.5760 -0.1 0.1 0.1 -0.079
H -2.1403 -4.5679 0.9751 0.0 -0.1 0.1 0.110
H -2.9568 4.1401 -4.7073 0.0 0.1 -0.1 0.120
H 2.8912 4.0643 4.6242 0.0 0.1 0.1 0.105
H -2.3703 -1.1809 2.1308 0.5 0.1 0.0 0.128
H 1.8538 -1.1959 -4.7931 0.2 -0.1 0.0 0.118
H 2.3568 5.3613 0.3566 0.0 0.1 0.0 0.091
H 0.8582 7.2876 0.6193 0.0 0.1 -0.1 0.122
H -4.9646 3.9142 -0.9408 0.0 0.1 0.1 0.116
H 4.6745 1.3305 7.3881 0.0 0.0 0.1 0.121
H 3.9977 0.1145 3.3481 0.0 0.0 0.1 0.090
H -6.1174 -5.8032 1.9658 -0.1 -0.1 0.1 0.123
H 5.6735 4.1332 -2.1725 0.0 0.0 -0.1 0.122
H -7.0248 -4.0496 0.4924 -0.1 0.0 0.0 0.121
H -0.9288 7.2513 2.3188 -0.1 0.1 0.0 0.122
H 4.8382 -0.3750 5.6087 0.0 -0.1 0.0 0.117
H 5.4954 1.0711 1.7036 0.1 0.0 0.1 0.096
H -3.0579 -0.8449 -4.4253 -0.2 -0.1 0.0 0.118
H 0.4098 -2.0999 -6.5764 0.0 -0.1 -0.1 0.125
H 0.9024 -4.6444 -3.7120 0.1 0.0 0.0 0.122
H 0.2337 3.2945 3.4683 -0.1 0.1 0.0 0.090
H -3.8992 -1.1140 -2.2510 -0.1 0.0 -0.1 0.080
H 3.6014 3.9652 -0.8515 0.0 0.0 -0.1 0.089
H -3.9058 -3.7254 -3.0412 -0.2 0.0 0.0 0.115
H -3.6754 -6.0702 2.2153 0.0 -0.1 0.1 0.118
H -0.7671 -5.4983 -5.3286 0.0 0.0 -0.1 0.123
H 7.6291 2.7390 -1.6004 0.0 0.0 0.0 0.124
H -3.7556 1.8332 -0.4130 -0.1 0.0 0.1 0.101
H -1.2578 5.2560 3.7304 -0.1 0.0 0.1 0.118
H 0.1310 -2.1127 5.8735 0.1 0.0 -0.1 0.110
H -2.0393 -1.9092 -6.3919 -0.1 0.0 -0.1 0.123
H -5.5110 -2.5617 -0.7473 -0.1 0.1 -0.1 0.108
H -1.4353 -1.7053 4.2641 0.2 0.1 -0.2 0.160
H -4.5695 5.0667 -3.0836 0.0 0.1 0.0 0.122
H 4.0370 -0.3140 -0.7267 -0.1 0.0 0.0 0.094
H 7.5367 1.2263 0.3445 0.1 -0.1 0.0 0.122
H -3.7900 -0.4813 -0.5976 0.1 0.0 -0.1 0.074
H 0.8476 -3.7355 6.0235 -0.1 0.1 -0.1 0.119
H 0.8196 -0.1555 -2.7874 0.0 0.0 -0.1 0.041
H 3.7008 -0.1487 -2.4702 -0.1 0.0 0.2 0.107
H 0.1703 -3.3616 -1.7427 0.0 -0.1 -0.2 0.090
H -0.8315 -3.5802 5.4678 0.1 0.0 -0.1 0.111
H -1.7696 2.0333 -4.2004 0.0 0.0 -0.1 0.110
H -3.1653 -5.0279 -4.9978 -0.1 0.0 -0.1 0.121
H -1.5656 0.1676 2.7069 0.2 -0.5 0.0 0.110
H 3.6878 3.5376 6.8970 0.0 0.1 0.1 0.121
```
Forces are in eV/Å.

Calculated values
spin multiplicity: 3
net charge: +3
<S²>: 2.018
LUMO energy (alpha / beta): -9.08 / -8.67 eV
energy relative to the best compared isomer or geometry (same formula, charge and spin): 138.4 kJ/mol

2.
The following is a quantum chemistry calculation of a 5-piece molecular cluster, C29H45NO17 overall, from the Open Molecules 2025 dataset.

```
92
Properties=species:S:1:pos:R:3:forces:R:3:lowdin_charge:R:1
O -1.2937 3.0848 -3.2067 -0.3 0.5 0.9 0.108
O -2.9675 1.0945 0.2246 -0.6 0.2 0.3 0.157
O -1.3064 8.3405 0.7575 0.0 0.0 0.0 0.125
O 5.2017 1.6209 4.6846 0.0 0.0 0.0 0.127
O 3.2548 -4.4191 -5.0569 -0.1 0.0 0.0 0.037
O 5.5937 -0.1486 3.3296 0.0 0.0 -0.1 0.034
O -2.7873 4.8028 -2.8991 0.0 0.9 -0.3 0.215
O 3.5497 0.3795 3.7730 0.0 0.0 0.0 -0.004
O -1.6259 6.4813 2.0074 0.0 0.0 0.1 0.038
O -3.4509 2.7411 -3.5098 -0.5 0.1 0.9 0.116
O -3.6952 -6.0323 3.3131 0.0 0.0 0.0 0.006
O -4.2278 -5.3892 1.2146 0.0 0.0 0.0 0.122
O -2.7574 -4.2620 2.5132 0.2 0.0 0.0 0.043
O -1.7191 2.2560 -1.1916 0.3 -1.2 0.0 0.087
O 2.9897 -2.2772 -4.3770 0.0 0.0 0.0 0.113
O 1.3251 -3.8011 -4.3140 0.1 0.1 0.0 0.012
O -0.7244 8.2073 2.9358 0.0 0.0 0.0 0.002
N -2.0763 -1.4291 -3.1472 -0.3 0.6 0.1 0.177
C -0.7473 0.3876 0.1568 0.5 0.0 0.0 -0.106
C -4.3532 -2.0341 -3.4785 0.3 0.2 -0.2 -0.028
C -3.6209 -5.2389 2.2434 0.0 0.0 0.0 -0.612
C 0.1819 -0.9700 1.9055 0.8 -0.5 0.4 -0.092
C -3.2841 -1.0277 -3.1628 0.1 -0.3 0.1 -0.390
C -0.1922 9.5288 2.8359 0.1 0.2 0.1 -0.044
C 7.5062 -0.4968 4.8078 -0.2 0.0 0.2 -0.065
C -2.1740 5.8003 0.8650 -0.2 -0.3 -0.4 -0.196
C -1.5650 1.8516 -2.5251 0.3 1.5 -1.6 -0.254
C 4.8232 0.7093 3.9973 0.0 -0.1 0.0 -0.612
C 0.4842 -2.8049 -3.7177 0.0 -0.1 0.1 -0.061
C -1.2274 7.7319 1.7924 0.0 -0.1 0.0 -0.613
C -1.8937 1.2372 -0.2674 0.1 -0.2 0.2 -0.388
C 0.3810 0.0955 -0.6160 -0.1 0.4 0.0 -0.019
C -3.7210 -2.3075 1.4319 -0.3 0.0 0.0 -0.055
C 7.0077 0.0464 3.4859 0.4 0.0 0.0 -0.212
C 5.4887 -4.1455 -4.1107 -0.2 0.0 0.2 -0.067
C -1.0952 5.3134 -0.0755 0.4 0.2 0.2 -0.054
C -2.8285 1.4793 -3.3014 0.5 -1.1 -0.6 -0.212
C -2.5781 -3.2961 1.4662 -0.1 0.4 -0.3 -0.200
C 2.5659 -3.3905 -4.5634 0.0 -0.1 0.0 -0.614
C 1.3056 -1.2638 1.1413 -0.3 0.4 -0.8 -0.043
C 4.6314 -4.1502 -5.3583 0.4 0.0 -0.1 -0.213
C 1.3956 -0.7118 -0.1377 0.0 -0.3 0.4 -0.056
C -2.5402 3.6939 -3.1821 0.1 -1.0 -0.4 -0.527
C -3.7552 0.3681 -2.8391 -0.7 0.6 0.0 -0.054
C -4.6425 -7.0954 3.1916 -0.1 -0.2 0.1 -0.040
C -0.8265 -0.1590 1.4420 -0.1 0.1 -0.3 -0.026
C 2.6017 1.1734 4.4912 -0.2 0.1 0.0 -0.034
H 7.2537 1.1012 3.3675 -0.1 0.0 0.1 0.124
H -3.9008 -2.8491 -4.0326 0.0 -0.2 0.1 0.081
H 7.0821 0.0580 5.6436 0.0 0.1 0.0 0.075
H 2.0937 -1.9049 1.5021 0.0 0.0 0.2 0.112
H -0.5177 -3.2046 -3.6810 0.0 -0.2 -0.1 0.064
H -0.5523 6.1474 -0.5191 -0.1 0.0 0.0 0.085
H 2.7698 2.2340 4.3200 0.1 0.0 0.1 0.098
H -4.0150 0.4422 -1.7838 0.1 0.0 0.1 0.122
H -2.7264 4.9540 1.2707 0.0 0.1 0.2 0.123
H -4.5045 -7.7336 4.0596 0.1 0.1 0.0 0.093
H -0.7081 1.2339 -2.7595 0.0 -0.3 0.4 0.142
H 7.4671 -0.4947 2.6608 -0.2 -0.1 -0.1 0.121
H 8.5922 -0.4236 4.8621 0.0 0.0 0.0 0.080
H -4.7657 -2.4184 -2.5473 -0.2 0.0 0.0 0.089
H 0.5116 0.5083 -1.6029 0.0 0.1 0.0 0.100
H 2.2536 -0.9038 -0.7655 0.1 -0.1 0.0 0.111
H -0.3674 4.7037 0.4654 -0.1 -0.1 0.0 0.086
H 5.3589 -5.0761 -3.5566 0.1 -0.1 -0.1 0.082
H 2.6545 0.9510 5.5558 0.1 0.1 0.0 0.100
H -0.9232 10.2143 2.4130 0.0 0.0 -0.1 0.094
H -1.6632 -2.7564 1.6907 0.1 -0.3 0.2 0.091
H 4.7172 -3.2126 -5.9069 -0.1 0.1 0.1 0.123
H -4.4684 -7.6729 2.2867 0.0 0.1 -0.1 0.095
H -2.4635 1.1616 -4.2834 0.2 0.0 0.0 0.171
H -1.6623 0.0518 2.0892 -0.2 0.1 -0.1 0.124
H -4.6651 -2.7861 1.1720 0.1 -0.1 -0.1 0.077
H -3.8552 -1.8470 2.4123 0.1 0.1 0.0 0.088
H -3.5204 -1.5249 0.6988 0.0 0.0 0.0 0.062
H -1.4734 -0.6513 -2.8770 0.2 -0.2 0.0 0.036
H 0.7124 9.5257 2.2296 -0.1 0.0 -0.1 0.098
H 0.8229 -2.5985 -2.7014 0.0 0.1 0.0 0.088
H -2.8892 6.4432 0.3530 0.1 0.1 0.0 0.127
H 7.2162 -1.5419 4.9236 0.1 0.0 -0.1 0.081
H -4.6971 0.5242 -3.3646 -0.1 0.1 -0.1 0.130
H 0.0532 9.8413 3.8470 0.0 -0.1 0.0 0.091
H 1.6202 0.8990 4.1138 0.1 -0.1 -0.1 0.081
H -5.6563 -6.6979 3.1933 0.0 0.0 -0.1 0.098
H 5.2115 -3.3257 -3.4492 0.0 0.1 -0.1 0.073
H 0.1296 -1.4056 2.8936 -0.2 0.1 0.1 0.115
H -2.4443 -3.7945 0.5061 -0.1 -0.1 0.1 0.129
H -5.1363 -1.5899 -4.0871 -0.2 0.0 0.1 0.079
H 4.9438 -4.9524 -6.0242 -0.2 -0.1 0.0 0.122
H 6.5406 -4.0347 -4.3737 0.0 0.0 0.0 0.080
H 0.4837 -1.8921 -4.3092 0.1 0.0 0.0 0.089
H -1.5239 4.7237 -0.8751 -0.1 0.0 0.0 0.040
```
Forces are in eV/Å.

Calculated values
SMILES: [H]/N=C(/C)C[C@H]1OC(=O)O[C@H]1OC(=O)c1ccccc1.CCOC(=O)OC.CCOC(=O)OC.CCOC(=O)OC.CCOC(=O)OC
LUMO energy: -0.41 eV

3.
The following is a quantum chemistry calculation of a 2-piece molecular cluster, C11H14NO3 overall, from the Open Molecules 2025 dataset.

```
29
Properties=species:S:1:pos:R:3:forces:R:3:lowdin_charge:R:1
O -3.6616 0.6501 1.9274 0.5 0.1 -0.7 0.040
O 5.3521 -1.3892 -0.4316 -1.7 -1.1 -4.4 0.044
O -2.5338 1.1389 0.0230 -0.1 -0.5 0.6 0.075
N 2.0598 -2.2786 -2.4425 -2.8 1.7 1.8 0.074
C -2.4715 2.6758 1.8899 0.2 0.0 0.4 -0.079
C 0.7653 -2.8789 -2.2335 -0.9 3.2 2.1 0.029
C 4.8677 -1.6093 -1.5626 0.7 1.7 2.7 -0.192
C -3.9273 1.3283 3.1621 -0.4 0.0 0.6 -0.154
C 2.4063 -0.9460 -1.9409 -1.4 0.3 0.6 -0.106
C 3.9280 -0.4800 -2.2683 -1.3 -0.9 0.3 -0.068
C -0.0201 -0.6678 -0.8689 3.5 -1.6 -2.0 0.059
C -0.3160 -2.0874 -1.4298 3.3 0.9 -0.8 0.026
C 1.4077 -0.0705 -1.1291 -0.8 -4.4 -1.7 0.067
C -2.8556 1.4211 1.1545 -0.2 0.1 -0.6 -0.466
C -2.7963 2.3156 3.3236 0.3 0.3 0.5 -0.160
H -1.9341 1.8207 3.7821 -0.1 0.1 0.0 0.123
H 4.0748 -0.4479 -3.4124 -0.2 -0.1 1.8 0.136
H -3.0865 3.5033 1.5281 0.1 0.0 -0.1 0.141
H -1.4121 2.8981 1.7611 -0.2 0.1 -0.3 0.128
H -1.3138 -2.6051 -1.2599 1.5 0.9 -0.3 0.116
H 1.7550 0.9476 -0.7498 -0.6 -1.7 -0.7 0.125
H 4.9944 -2.5967 -2.1522 0.0 1.2 0.9 0.136
H -4.9015 1.8199 3.0871 0.1 -0.1 0.0 0.134
H 0.5676 -3.9396 -2.6246 0.5 1.9 0.6 0.145
H -3.0595 3.1742 3.9433 0.0 -0.1 0.0 0.125
H 4.0610 0.5558 -1.8119 0.1 -1.6 -0.6 0.129
H 2.7583 -2.8353 -2.9664 -0.6 0.7 0.5 0.156
H -3.9587 0.6055 3.9790 -0.1 -0.1 -0.3 0.131
H -0.7496 -0.0227 -0.2769 0.7 -1.2 -1.0 0.087
```
Forces are in eV/Å.

Calculated values
net charge: +1
LUMO energy: -4.83 eV
energy relative to the best compared isomer or geometry (same formula, charge and spin): 226.4 kJ/mol

4.
The following is a quantum chemistry calculation of a 2-piece molecular cluster, ClI2P overall, from the Open Molecules 2025 dataset.

```
4
Properties=species:S:1:pos:R:3:forces:R:3:lowdin_charge:R:1
I 2.6882 -0.8266 0.0621 0.1 -0.1 0.2 0.227
I -3.2703 -0.4801 -0.0168 0.0 0.0 0.0 0.024
Cl -0.1397 1.0454 0.7435 -1.1 1.0 2.2 -0.026
P 0.7218 0.2612 -0.7889 1.0 -1.0 -2.4 -0.225
```
Forces are in eV/Å.

Calculated values
LUMO energy (alpha / beta): -1.53 / -3.24 eV
energy relative to the best compared isomer or geometry (same formula, charge and spin): 181.6 kJ/mol

5.
The following is a quantum chemistry calculation of C15H14FeN2O5 as an isolated structure, from the Open Molecules 2025 dataset.

```
37
Properties=species:S:1:pos:R:3:forces:R:3:lowdin_charge:R:1
Fe 2.2951 -1.9684 0.1419 3.2 -1.8 2.7 -0.025
O -1.5889 1.4803 -1.5548 -0.3 1.0 1.1 0.021
O 2.3704 -3.1387 2.7873 -0.7 0.4 -0.3 0.074
O 4.4882 -3.9829 -0.3275 -0.3 0.1 0.2 0.057
O -1.0020 1.6504 2.9502 -0.5 0.8 -0.1 0.050
O 4.5444 -0.3850 1.2408 0.5 -0.3 0.4 0.030
N -1.2013 1.5519 0.7046 -0.5 0.5 -0.1 0.190
N -2.2992 3.3279 -0.4341 -0.7 1.5 1.0 0.011
C 2.1600 -2.5655 1.7972 1.0 -1.0 1.2 -0.165
C -2.0934 3.4678 1.8868 0.5 -0.5 1.4 0.010
C 1.4222 -0.3534 -0.7547 -1.6 1.6 0.5 -0.250
C -1.6662 2.0474 -0.4550 1.0 -2.1 -0.4 -0.497
C -2.7482 3.8651 -1.7000 -0.2 0.4 -0.3 -0.212
C -0.5974 -1.3438 0.3723 -0.7 -0.3 0.1 -0.202
C 1.2518 -2.5747 -1.6874 -0.9 -1.5 -0.6 -0.208
C -2.5099 4.0039 0.7210 -0.3 0.1 -2.1 -0.247
C 1.3028 -1.2044 -1.8809 0.1 0.4 -0.9 -0.145
C -1.4043 2.1752 1.8887 0.5 -0.8 -0.8 -0.480
C 3.6566 -3.1840 -0.2157 0.1 0.5 -0.6 -0.130
C 0.7551 -0.6775 0.4551 -0.4 1.2 -0.7 -0.239
C 0.8830 -3.1804 -0.4315 -1.3 -1.0 -0.9 -0.317
C -0.4883 -2.8643 0.1319 -0.2 0.4 0.2 -0.207
C 3.5649 -0.8187 0.7951 0.8 1.5 -0.4 -0.186
H 1.9582 0.5989 -0.8109 -0.1 -0.3 -0.2 0.104
H 1.5561 -3.2653 -2.4875 0.1 0.4 0.0 0.090
H -1.8968 3.9656 -2.3809 -0.1 -0.1 0.2 0.087
H -3.4747 3.1840 -2.1554 0.2 0.0 0.1 0.084
H -3.2094 4.8440 -1.5393 0.1 -0.1 0.1 -0.007
H 0.8608 0.0294 1.2890 0.1 -0.4 -0.5 0.098
H -3.0215 4.9725 0.6376 0.1 -0.2 0.0 -0.011
H -1.2818 -3.1933 -0.5611 0.1 0.0 0.0 0.089
H 1.4780 -0.8013 -2.8747 0.3 -0.1 0.0 0.085
H 1.1801 -4.2337 -0.3067 -0.4 0.2 -0.4 0.093
H -2.2436 3.9663 2.8341 -0.1 0.1 0.0 0.082
H -0.6705 -3.4269 1.0592 0.2 0.1 0.0 0.090
H -1.1482 -1.1142 1.2926 0.0 -0.2 -0.1 0.092
H -1.1824 -0.8539 -0.4274 0.3 -0.3 0.2 0.092
```
Forces are in eV/Å.

Calculated values
spin multiplicity: 5
net charge: -2
<S²>: 6.137
LUMO energy (alpha / beta): 5.20 / 1.56 eV
energy relative to the best compared isomer or geometry (same formula, charge and spin): 203.7 kJ/mol